An isolated molecule of C2H6N4S in a non-equilibrium geometry, computed with ωB97M-V with the def2-TZVPD basis set.

- multiplicity = 1
- orbital gap (eV) = 9.25
- SMILES = CSN1CN=NN1
- energy above the lowest of the compared OMol25 structures with the same formula, charge and spin (kcal/mol) = 94.5
- total charge = 0

Bonds (Å) are listed after each position.
Element x y z (Å)
1 C 1.49 0.69 0.65  N3 1.496, N6 1.454, H8 1.142, H9 1.175
2 C -2.44 0.11 -0.11  S7 1.820, H10 1.052, H11 1.160, H12 1.030
3 N 2.68 -0.11 0.23  C1 1.496, N4 1.213
4 N 2.34 -1.02 -0.50  N3 1.213, N5 1.335
5 N 1.03 -1.09 -0.71  N4 1.335, N6 1.471, H13 1.006
6 N 0.37 -0.11 0.17  C1 1.454, N5 1.471, S7 1.737
7 S -0.85 0.89 -0.55  C2 1.820, N6 1.737
8 H 1.44 0.84 1.78  C1 1.142
9 H 1.72 1.74 0.18  C1 1.175
10 H -3.13 0.61 -0.72  C2 1.052
11 H -2.97 0.21 0.92  C2 1.160
12 H -2.20 -0.86 -0.36  C2 1.030
13 H 0.51 -1.91 -0.99  N5 1.006